Below is the molecule C5H10O2, with properties calculated with ωB97M-V/def2-TZVPD.

Each line ends with the Mulliken charge.
Cartesian coordinates (Å):
C (0.024, -0.229, 2.614)  -0.731
O (-0.536, -0.326, 1.329)  -0.297
C (0.164, 0.432, 0.375)  -0.824
C (-0.543, 0.297, -0.973)  0.483
C (0.268, 0.881, -2.112)  -1.449
C (0.128, -1.892, -0.941)  -0.270
O (-0.876, -1.103, -1.191)  -0.285
H (1.079, -0.544, 2.626)  0.307
H (-0.553, -0.887, 3.269)  0.244
H (-0.036, 0.802, 2.998)  0.295
H (1.203, 0.081, 0.297)  0.432
H (0.171, 1.499, 0.650)  0.503
H (-1.529, 0.760, -0.908)  0.305
H (-0.179, 0.622, -3.076)  0.371
H (0.280, 1.972, -2.019)  0.385
H (1.298, 0.512, -2.096)  0.360
H (-0.362, -2.877, -0.843)  0.172

Relative energy (zero: lowest compared OMol25 entry of this formula, charge and spin)   448.2 kJ/mol
Kohn-Sham gap   9.36 eV
Spin multiplicity   1
LUMO level   1.024 eV
HOMO   -8.334 eV
Charge   0

Below is the ion C4H3N2O3 with charge +1 at a distorted geometry, with properties calculated with ωB97M-V/def2-TZVPD.

Each line ends with the Löwdin spin population.
Cartesian coordinates (Å):
C (-1.265, 0.262, -1.129)  0.197
C (-1.074, 1.751, -1.148)  0.320
C (-0.266, 1.572, 0.171)  0.111
C (0.821, -1.567, 1.010)  0.045
N (-0.301, -1.065, 0.695)  0.100
N (-0.529, 0.070, -0.074)  0.369
O (-1.327, 2.649, -1.864)  0.743
O (0.283, 2.076, 1.057)  0.083
O (1.957, -1.199, 0.496)  0.025
H (-1.787, -0.463, -1.734)  0.006
H (0.755, -2.391, 1.719)  0.001
H (2.733, -1.695, 0.802)  0.000

Relative energy (zero: lowest compared OMol25 entry of this formula, charge and spin)   0.0 kJ/mol
Kohn-Sham gap (alpha / beta)   7.22 / 6.26 eV
Spin multiplicity   3
⟨S²⟩   2.022
LUMO level (alpha / beta)   -5.654 / -9.123 eV
HOMO (alpha / beta)   -12.876 / -15.387 eV
Charge   +1

Below is a structure of composition C19H37CaO11S3 at a distorted geometry, with properties calculated with ωB97M-V/def2-TZVPD.

Each line ends with the Mulliken charge.
Cartesian coordinates (Å):
Ca (-18.002, 26.192, 11.893)  2.329
C (-19.979, 22.237, 11.246)  -0.779
C (-20.246, 23.379, 12.172)  0.420
O (-21.277, 23.473, 12.947)  -0.771
O (-19.400, 24.270, 12.235)  -0.610
H (-20.807, 21.567, 11.016)  0.260
H (-19.091, 21.722, 11.614)  0.270
H (-19.811, 22.713, 10.280)  0.113
C (-15.196, 27.492, 8.888)  -1.325
C (-16.287, 27.043, 9.812)  0.963
O (-16.277, 25.889, 10.238)  -0.687
O (-17.189, 27.740, 10.189)  -0.599
H (-15.030, 28.569, 8.861)  0.304
H (-15.408, 27.351, 7.828)  0.343
H (-14.271, 26.952, 9.089)  0.320
C (-22.064, 27.997, 11.194)  -1.315
C (-20.925, 28.208, 12.267)  1.471
C (-21.642, 28.947, 13.405)  -1.776
O (-20.095, 27.171, 12.672)  -0.779
H (-22.622, 28.920, 11.038)  0.532
H (-22.875, 27.313, 11.444)  0.373
H (-21.724, 27.713, 10.199)  -0.121
H (-20.281, 28.948, 11.792)  -0.564
H (-22.362, 28.326, 13.937)  0.463
H (-22.310, 29.705, 12.996)  0.407
H (-20.929, 29.184, 14.195)  0.277
C (-22.626, 25.147, 7.628)  -0.745
C (-21.783, 26.270, 6.911)  -0.754
C (-20.471, 26.632, 7.578)  -0.538
S (-20.064, 25.226, 8.686)  0.581
O (-19.430, 25.791, 9.880)  -0.019
O (-19.350, 24.185, 7.905)  -0.712
C (-21.870, 24.812, 8.999)  -0.537
H (-22.548, 24.183, 7.125)  0.310
H (-23.700, 25.332, 7.644)  0.381
H (-22.399, 27.159, 6.775)  0.392
H (-21.575, 25.909, 5.904)  0.288
H (-20.758, 27.489, 8.187)  0.176
H (-19.627, 26.786, 6.905)  0.561
H (-22.085, 25.484, 9.830)  0.110
H (-21.947, 23.794, 9.381)  0.584
C (-18.599, 31.269, 13.857)  -0.396
C (-17.533, 31.656, 12.760)  -0.955
C (-17.121, 30.406, 12.082)  -0.377
S (-16.772, 29.259, 13.440)  1.016
O (-15.455, 29.522, 14.027)  -0.760
O (-17.122, 27.839, 13.204)  -0.402
C (-17.998, 30.037, 14.607)  -0.849
H (-19.521, 31.067, 13.312)  0.144
H (-18.844, 32.154, 14.445)  0.432
H (-16.699, 32.060, 13.333)  0.331
H (-17.896, 32.382, 12.033)  0.397
H (-16.333, 30.445, 11.330)  0.549
H (-17.975, 30.100, 11.478)  0.141
H (-17.372, 30.226, 15.479)  0.442
H (-18.728, 29.243, 14.761)  0.279
C (-12.964, 25.772, 11.740)  -0.252
C (-12.708, 24.257, 11.814)  -0.712
C (-13.932, 23.648, 12.361)  -0.733
S (-14.770, 24.893, 13.437)  0.780
O (-14.713, 24.487, 14.839)  -0.697
O (-16.060, 25.104, 12.794)  -0.832
C (-13.679, 26.299, 12.996)  -0.318
H (-13.524, 25.908, 10.814)  -0.269
H (-12.123, 26.399, 11.442)  0.558
H (-11.874, 24.167, 12.511)  0.294
H (-12.486, 23.978, 10.784)  0.409
H (-13.654, 22.730, 12.878)  0.393
H (-14.645, 23.505, 11.548)  0.362
H (-12.922, 26.457, 13.764)  0.345
H (-14.293, 27.198, 12.953)  0.086

Relative energy (zero: lowest compared OMol25 entry of this formula, charge and spin)   170.3 kJ/mol
Kohn-Sham gap   6.11 eV
Spin multiplicity   1
LUMO level   2.250 eV
HOMO   -3.857 eV
Charge   -1

Below is a cluster of 2 separate species, C2H2INO2 in total at a distorted geometry, with properties calculated with ωB97M-V/def2-TZVPD.

Each line ends with the Mulliken charge.
Cartesian coordinates (Å):
C (-1.034, 0.311, 1.180)  -0.121
C (0.212, 0.456, 0.936)  -0.501
N (0.495, -0.356, -1.665)  0.646
O (-0.356, -0.145, -2.507)  -0.415
O (1.648, -0.707, -1.622)  -0.373
I (2.144, 0.415, 1.220)  0.297
H (-1.425, 0.002, 2.190)  0.253
H (-1.684, 0.024, 0.268)  0.214

Relative energy (zero: lowest compared OMol25 entry of this formula, charge and spin)   685.8 kJ/mol
Kohn-Sham gap (alpha / beta)   9.20 / 6.62 eV
Spin multiplicity   1
LUMO level (alpha / beta)   -0.413 / -1.311 eV
HOMO (alpha / beta)   -9.614 / -7.934 eV
Charge   0

Below is the ion C4H11N2 with charge +1 at a distorted geometry, with properties calculated with ωB97M-V/def2-TZVPD.

Each line ends with the Mulliken charge.
Cartesian coordinates (Å):
C (-0.206, -1.585, 0.546)  -0.450
C (-0.830, -0.176, 0.774)  -0.880
C (0.295, 0.966, 0.965)  -0.524
C (0.312, 1.665, -0.434)  -0.507
N (0.294, 0.721, -1.501)  -0.312
N (0.127, -1.703, -0.836)  -0.249
H (0.695, -1.717, 1.211)  0.277
H (-0.911, -2.365, 0.917)  0.409
H (-1.635, -0.175, 1.525)  0.430
H (-1.321, -0.096, -0.183)  0.519
H (1.273, 0.388, 1.102)  0.294
H (0.117, 1.583, 1.860)  0.376
H (1.294, 2.363, -0.530)  0.417
H (-0.558, 2.346, -0.422)  0.348
H (0.204, -2.664, -1.176)  0.229
H (0.324, -0.822, -1.380)  0.327
H (0.525, 1.271, -2.439)  0.298

Relative energy (zero: lowest compared OMol25 entry of this formula, charge and spin)   665.6 kJ/mol
Kohn-Sham gap   5.24 eV
Spin multiplicity   1
LUMO level   -8.574 eV
HOMO   -13.812 eV
Charge   +1

Below is the molecule C4H7N3S at a distorted geometry, with properties calculated with ωB97M-V/def2-TZVPD.

Each line ends with the Mulliken charge.
Cartesian coordinates (Å):
C (-2.637, 0.132, 0.056)  -0.792
C (-1.277, -0.425, -0.043)  0.392
C (-0.124, 0.711, -0.128)  0.095
C (2.221, -0.292, -0.518)  0.113
H (-3.187, -0.751, 0.465)  0.299
H (-2.798, 0.208, -1.206)  0.242
H (-2.855, 1.226, 0.641)  0.285
H (0.363, 2.459, 0.183)  0.280
H (3.204, -0.113, -1.258)  0.258
H (3.141, -1.753, 0.617)  0.287
H (1.634, -0.999, 1.262)  0.288
N (-0.456, 1.911, 0.258)  -0.593
N (1.197, 0.483, -0.852)  -0.412
N (2.502, -0.831, 0.718)  -0.476
S (-0.927, -1.966, -0.197)  -0.266

Relative energy (zero: lowest compared OMol25 entry of this formula, charge and spin)   386.8 kJ/mol
Kohn-Sham gap   8.36 eV
Spin multiplicity   1
LUMO level   -0.550 eV
HOMO   -8.907 eV
Charge   0

Below is the molecule C5H10O, with properties calculated with ωB97M-V/def2-TZVPD.

Each line ends with the Mulliken charge.
Cartesian coordinates (Å):
C (0.335, 0.278, -1.929)  -1.219
C (0.594, -0.421, -0.624)  -0.584
C (-0.460, -1.367, 1.013)  -0.194
O (0.334, -1.684, 1.868)  -0.546
C (-0.562, -0.005, 0.459)  0.447
C (-0.234, 1.141, 1.432)  -1.302
H (-0.596, -0.114, -2.354)  0.299
H (1.136, 0.147, -2.662)  0.370
H (0.205, 1.334, -1.698)  0.304
H (0.700, -1.511, -0.830)  0.386
H (1.556, -0.188, -0.150)  0.313
H (-1.006, -2.092, 0.370)  0.412
H (-1.559, 0.177, 0.010)  0.302
H (0.815, 1.088, 1.719)  0.311
H (-0.814, 1.085, 2.367)  0.337
H (-0.443, 2.133, 1.008)  0.365

Relative energy (zero: lowest compared OMol25 entry of this formula, charge and spin)   102.1 kJ/mol
Kohn-Sham gap   10.46 eV
Spin multiplicity   1
LUMO level   0.999 eV
HOMO   -9.465 eV
Charge   0

Below is a structure of composition C32H38N4O2Pd at a distorted geometry, with properties calculated with ωB97M-V/def2-TZVPD.

Each line ends with the Mulliken charge.
Cartesian coordinates (Å):
Pd (0.351, 0.030, -0.069)  0.494
C (1.214, -4.368, 2.627)  -1.600
C (1.265, -4.182, 1.107)  0.690
C (2.003, -5.372, 0.488)  -1.535
C (-0.127, -4.013, 0.525)  0.760
C (-1.083, -4.970, 0.843)  -0.585
C (-2.392, -4.861, 0.402)  -1.603
C (-2.762, -3.773, -0.365)  -0.572
C (-1.837, -2.796, -0.721)  1.440
C (-2.293, -1.634, -1.581)  1.431
C (-3.234, -0.712, -0.799)  -1.377
C (-2.955, -2.113, -2.874)  -1.691
C (-0.517, -2.928, -0.280)  -1.169
N (0.409, -1.900, -0.640)  1.164
C (1.416, -2.217, -1.498)  -0.027
O (1.618, -3.288, -2.047)  -0.723
C (2.305, -1.021, -1.798)  -0.101
C (3.435, -1.008, -2.597)  -0.600
C (4.103, 0.201, -2.767)  -0.289
C (3.652, 1.359, -2.139)  -0.727
C (2.514, 1.277, -1.359)  0.147
N (1.890, 0.112, -1.239)  -0.113
C (1.836, 2.418, -0.591)  -0.333
O (2.411, 3.488, -0.464)  -0.699
N (0.584, 2.064, -0.200)  1.597
C (-0.209, 3.087, 0.401)  -0.282
C (-0.034, 3.421, 1.750)  1.113
C (-0.781, 4.466, 2.284)  -0.540
C (-1.677, 5.174, 1.506)  -1.455
C (-1.849, 4.821, 0.177)  -1.277
C (-1.133, 3.777, -0.400)  0.362
C (-1.384, 3.501, -1.875)  0.491
C (-1.803, 2.069, -2.203)  -0.963
C (-0.220, 3.954, -2.758)  -1.516
C (0.985, 2.727, 2.631)  1.015
C (2.166, 3.653, 2.927)  -1.547
C (0.358, 2.217, 3.928)  -1.652
H (2.203, -4.220, 3.063)  0.432
H (0.895, -5.378, 2.888)  0.370
H (0.513, -3.682, 3.102)  0.312
H (1.831, -3.271, 0.897)  0.303
H (1.436, -6.290, 0.656)  0.337
H (2.982, -5.496, 0.955)  0.440
H (2.138, -5.241, -0.580)  0.335
H (-0.795, -5.819, 1.450)  0.339
H (-3.120, -5.619, 0.659)  0.378
H (-3.787, -3.678, -0.699)  0.366
H (-1.405, -1.066, -1.875)  -0.281
H (-3.979, -1.296, -0.255)  0.414
H (-3.765, -0.038, -1.472)  0.431
H (-2.700, -0.097, -0.066)  0.137
H (-3.892, -2.635, -2.677)  0.332
H (-2.303, -2.791, -3.424)  0.386
H (-3.181, -1.259, -3.514)  0.444
H (3.752, -1.932, -3.058)  0.547
H (4.988, 0.240, -3.388)  0.447
H (4.152, 2.312, -2.231)  0.547
H (-0.637, 4.744, 3.320)  0.338
H (-2.236, 5.998, 1.928)  0.376
H (-2.552, 5.370, -0.437)  0.394
H (-2.244, 4.130, -2.128)  0.603
H (-1.086, 1.340, -1.826)  -0.226
H (-1.870, 1.941, -3.285)  0.458
H (-2.780, 1.838, -1.779)  0.328
H (0.624, 3.269, -2.688)  0.155
H (0.137, 4.944, -2.474)  0.374
H (-0.534, 3.987, -3.803)  0.467
H (1.375, 1.865, 2.079)  -0.147
H (1.834, 4.532, 3.482)  0.325
H (2.631, 3.992, 2.003)  0.352
H (2.917, 3.139, 3.529)  0.422
H (0.008, 3.040, 4.552)  0.366
H (1.094, 1.659, 4.512)  0.394
H (-0.494, 1.565, 3.734)  0.341
N (-0.084, -0.920, 2.891)  -0.031
C (-0.268, -0.579, 1.801)  -0.339
H (-0.026, -1.259, 3.828)  0.304

Relative energy (zero: lowest compared OMol25 entry of this formula, charge and spin)   92.5 kJ/mol
Kohn-Sham gap   8.04 eV
Spin multiplicity   1
LUMO level   -0.378 eV
HOMO   -8.415 eV
Charge   0

Question: Look up the spin multiplicity of the fifth one.
Answer: 1

Question: The highest relative energy (zero: lowest compared OMol25 entry of this formula, charge and spin) belongs to which entry?
Answer: C2H2INO2

Question: What is the relative energy (zero: lowest compared OMol25 entry of this formula, charge and spin) in the fifth record?
Answer: 665.6 kJ/mol